Record 1
{"formula": "C16H25KNO9", "method": "ωB97M-V with the def2-TZVPD basis set", "elements": ["K", "C", "C", "C", "O", "C", "C", "C", "O", "O", "O", "H", "H", "C", "C", "O", "C", "O", "O", "C", "H", "H", "H", "H", "H", "H", "H", "H", "C", "O", "C", "C", "N", "C", "C", "O", "C", "H", "H", "H", "H", "H", "H", "H", "H", "H", "H", "H", "H", "H", "H", "H"], "xyz": [[0.650, 0.952, -0.081], [2.906, -1.706, -3.559], [2.519, -0.624, -2.631], [1.881, 0.699, -3.238], [1.475, 1.608, -2.482], [1.784, 0.712, -4.730], [2.081, -0.357, -5.491], [2.639, -1.619, -4.890], [2.946, -2.659, -5.639], [1.984, -0.163, -6.766], [2.624, -0.748, -1.409], [3.349, -2.574, -3.095], [1.328, 1.558, -5.222], [-4.820, -1.730, -1.081], [-3.885, -1.557, 0.058], [-2.787, -2.464, 0.074], [-1.568, -2.138, -0.366], [-1.281, -1.067, -0.893], [-0.769, -3.149, -0.122], [0.593, -3.211, -0.587], [-4.369, -1.363, -2.002], [-5.735, -1.176, -0.869], [-5.114, -2.776, -1.162], [-4.374, -1.744, 1.014], [-3.647, -0.504, 0.212], [1.068, -2.290, -0.249], [0.752, -3.347, -1.657], [1.068, -4.044, -0.070], [1.624, -1.411, 2.789], [1.549, -0.012, 2.408], [2.405, 0.802, 3.222], [2.311, 2.238, 2.641], [1.007, 2.600, 2.094], [-0.067, 2.536, 3.065], [-1.385, 2.923, 2.352], [-1.693, 2.066, 1.264], [-2.950, 2.273, 0.632], [2.665, -1.668, 2.595], [0.999, -1.932, 2.063], [1.383, -1.529, 3.846], [3.455, 0.512, 3.162], [2.014, 0.778, 4.239], [2.974, 2.260, 1.776], [2.663, 2.844, 3.475], [1.061, 3.534, 1.714], [0.192, 3.305, 3.793], [-0.214, 1.601, 3.606], [-1.308, 3.914, 1.905], [-2.167, 2.936, 3.111], [-3.068, 1.506, -0.133], [-2.927, 3.182, 0.031], [-3.821, 2.223, 1.284]], "nbo_charge": [0.931, -0.535, 0.432, 0.429, -0.779, -0.509, 0.370, 0.387, -0.701, -0.682, -0.766, 0.193, 0.198, -0.633, -0.064, -0.506, 1.000, -0.674, -0.503, -0.264, 0.228, 0.211, 0.215, 0.176, 0.187, 0.210, 0.231, 0.187, -0.250, -0.571, -0.071, -0.239, -0.638, -0.240, -0.056, -0.557, -0.257, 0.183, 0.205, 0.168, 0.189, 0.158, 0.215, 0.164, 0.368, 0.169, 0.210, 0.160, 0.168, 0.206, 0.177, 0.169], "e_homo_ev": -2.49, "homo_lumo_gap_ev": 3.91, "spin_multiplicity": 1, "largest_force_ha_per_bohr": 0.121, "lumo_energy_ev": 1.4, "charge": -1}



Record 2
{"formula": "C3H8O5P2", "method": "ωB97M-V with the def2-TZVPD basis set", "elements": ["C", "C", "C", "O", "O", "O", "O", "O", "P", "P", "H", "H", "H", "H", "H", "H", "H", "H"], "xyz": [[0.104, -1.487, 0.358], [-1.466, -0.124, -1.156], [-0.145, -0.464, -0.499], [2.193, -1.401, -1.681], [2.355, 0.795, -0.558], [1.139, 0.466, -2.946], [-0.295, 2.137, 3.071], [0.071, 1.423, 0.753], [-0.435, 1.048, 2.089], [1.471, -0.136, -1.606], [-0.714, -1.888, 0.834], [1.112, -1.772, 0.567], [-1.723, 0.532, 2.215], [-1.398, -0.485, -2.170], [-2.454, -0.460, -0.711], [-1.586, 0.994, -1.005], [1.676, 1.051, 0.126], [0.095, -0.230, 2.319]], "nbo_charge": [-0.549, -0.675, -0.225, -1.219, -1.060, -1.202, -1.196, -1.171, 1.889, 2.333, 0.149, 0.217, -0.235, 0.225, 0.160, 0.230, 0.522, -0.191], "e_homo_ev": -0.94, "relative_energy_kcal_mol": 27.8, "homo_lumo_gap_ev": 7.43, "spin_multiplicity": 1, "largest_force_ha_per_bohr": 0.071, "lumo_energy_ev": 6.5, "charge": -2}



Record 3
{"formula": "C16H25FNO8", "method": "ωB97M-V with the def2-TZVPD basis set", "elements": ["N", "C", "C", "C", "F", "C", "O", "O", "H", "H", "H", "H", "H", "H", "H", "O", "C", "O", "C", "C", "C", "H", "H", "H", "H", "H", "H", "O", "C", "O", "C", "C", "C", "H", "H", "H", "H", "H", "H", "O", "C", "O", "C", "C", "C", "H", "H", "H", "H", "H", "H"], "xyz": [[0.930, -1.861, -1.347], [0.577, -0.601, -1.996], [1.440, 0.592, -1.530], [0.747, 1.441, -0.492], [0.693, 0.758, 0.749], [0.645, -0.710, -3.543], [-0.114, 0.078, -4.153], [1.455, -1.530, -4.003], [1.617, -2.339, -1.922], [1.338, -1.685, -0.436], [-0.461, -0.369, -1.729], [2.366, 0.220, -1.077], [1.696, 1.259, -2.360], [1.256, 2.395, -0.310], [-0.287, 1.651, -0.784], [2.478, -2.765, 1.314], [3.071, -1.873, 1.842], [3.581, -0.835, 1.131], [4.336, 0.037, 1.979], [3.814, -0.220, 3.389], [3.421, -1.693, 3.309], [5.395, -0.216, 1.874], [4.185, 1.059, 1.637], [4.543, 0.009, 4.164], [2.924, 0.378, 3.575], [4.255, -2.359, 3.540], [2.570, -1.948, 3.935], [1.025, 0.379, 5.157], [0.101, 1.105, 4.925], [-0.558, 1.756, 5.918], [-1.687, 2.466, 5.382], [-1.366, 2.673, 3.907], [-0.532, 1.432, 3.590], [-2.578, 1.851, 5.528], [-1.802, 3.392, 5.940], [-2.254, 2.784, 3.289], [-0.755, 3.568, 3.785], [-1.149, 0.584, 3.289], [0.223, 1.599, 2.828], [-5.841, 0.186, -3.700], [-5.028, -0.433, -4.328], [-5.406, -1.337, -5.272], [-4.245, -2.007, -5.804], [-3.077, -1.070, -5.531], [-3.518, -0.397, -4.236], [-4.138, -2.962, -5.284], [-4.420, -2.198, -6.861], [-2.117, -1.574, -5.453], [-3.001, -0.326, -6.325], [-3.203, -0.966, -3.360], [-3.148, 0.619, -4.141]], "nbo_charge": [-0.854, -0.159, -0.457, 0.064, -0.409, 0.760, -0.810, -0.772, 0.380, 0.351, 0.165, 0.216, 0.226, 0.142, 0.164, -0.557, 0.794, -0.492, -0.067, -0.434, -0.528, 0.168, 0.194, 0.211, 0.233, 0.225, 0.252, -0.581, 0.796, -0.498, -0.070, -0.428, -0.538, 0.176, 0.191, 0.226, 0.206, 0.248, 0.270, -0.590, 0.791, -0.509, -0.071, -0.427, -0.524, 0.172, 0.184, 0.259, 0.204, 0.247, 0.259], "e_homo_ev": -4.57, "homo_lumo_gap_ev": 6.86, "spin_multiplicity": 1, "largest_force_ha_per_bohr": 0.008, "lumo_energy_ev": 2.3, "charge": -1}